one) Computed, not measured: a cluster of 2 separate species, C4H12 in total, with wB97M-V/def2-TZVPD.

Results
* SMILES: CC.CC

Geometry as XYZ:
```
16
C4H12 wB97M-V/def2-TZVPD
C -0.78832 1.74840 0.04523
C -1.66491 2.93678 0.47519
H -1.04449 0.84596 0.59311
H -0.95167 1.47333 -1.00582
H 0.26154 1.97961 0.18633
H -1.08851 3.74412 0.93612
H -2.47923 2.63926 1.12145
H -2.11425 3.43912 -0.39170
C 1.37073 -1.59937 -0.31107
C 1.05681 -3.10994 -0.15453
H 0.61504 -1.00675 0.19023
H 2.36701 -1.31056 0.02641
H 1.33167 -1.32331 -1.36786
H 0.82134 -3.57339 -1.11376
H 1.97713 -3.64341 0.12858
H 0.33010 -3.23986 0.64208
```

two) Computed, not measured: a cluster of 2 separate species, C4H12 in total, with wB97M-V/def2-TZVPD.

Results
* SMILES: CC.CC

Geometry as XYZ:
```
16
C4H12 wB97M-V/def2-TZVPD
C -0.74645 -1.52822 -1.46573
C -2.12149 -0.94523 -1.20105
H -0.19467 -1.75180 -0.55383
H -0.75819 -2.48249 -2.01035
H -0.13726 -1.00821 -2.21483
H -2.60510 -0.84254 -2.18009
H -2.12981 -0.01047 -0.65352
H -2.75168 -1.69859 -0.72505
C 0.81206 1.14993 0.93901
C 2.03717 1.54468 1.81433
H 0.26954 1.87882 0.35130
H 1.16334 0.33660 0.29733
H 0.15899 0.62151 1.64157
H 1.87041 2.46762 2.35480
H 2.22670 0.68525 2.45262
H 2.90645 1.58314 1.15349
```

three) Computed, not measured: a cluster of 2 separate species, C4H12 in total, with wB97M-V/def2-TZVPD.

Results
* SMILES: CC.CC

Geometry as XYZ:
```
16
C4H12 wB97M-V/def2-TZVPD
C -1.71526 -1.16041 -0.22760
C -1.59716 -1.98641 -1.48799
H -2.43819 -0.33783 -0.25468
H -1.93040 -1.78574 0.63577
H -0.79472 -0.61418 -0.01128
H -2.52633 -2.28496 -1.96376
H -1.04850 -1.46967 -2.28430
H -0.97364 -2.86071 -1.30062
C 1.01115 1.11799 0.79895
C 2.22626 2.01600 0.89920
H 0.49842 1.05421 1.76321
H 0.27667 1.42460 0.06942
H 1.36119 0.10392 0.59573
H 2.61362 2.26684 -0.08133
H 3.04050 1.55260 1.45601
H 1.99640 2.96375 1.39327
```

four) Computed, not measured: a cluster of 2 separate species, C4H12 in total, with wB97M-V/def2-TZVPD.

Results
* SMILES: CC.CC

Geometry as XYZ:
```
16
C4H12 wB97M-V/def2-TZVPD
C -1.22096 1.31353 0.40526
C -0.64992 1.17229 1.80621
H -0.97616 2.29289 0.02159
H -0.74728 0.62720 -0.29619
H -2.26111 1.02773 0.33280
H -1.28215 1.56728 2.59448
H -0.43717 0.15430 2.14412
H 0.35198 1.61437 1.82397
C 1.48657 -0.79888 -1.39756
C 0.36635 -1.67787 -0.78920
H 1.31438 -0.45330 -2.41329
H 1.55281 0.06027 -0.74097
H 2.39370 -1.39147 -1.38180
H 0.76683 -2.60884 -0.40406
H -0.49269 -1.77581 -1.46614
H -0.23208 -1.16780 -0.03566
```

In order of decreasing stability: three), one), two), four).

one) Computed, not measured: a structure of composition C4H9NOS, with wB97M-V/def2-TZVPD.

Geometry as XYZ:
```
16
C4H9NOS wB97M-V/def2-TZVPD
C -2.17667 1.40985 0.79876
N -1.79878 0.61112 -0.40807
C -0.76810 -0.36311 -0.03936
C 0.19711 -1.08461 -1.00572
S 1.76629 -1.44825 -0.11865
C 0.45854 0.46922 0.52774
O 0.68557 1.58162 0.12816
H -3.18291 1.13257 1.10871
H -1.51407 1.21800 1.64288
H -2.10824 2.45496 0.51426
H -1.19804 1.25478 -0.92219
H -1.06642 -1.00682 0.78518
H -0.34933 -1.99915 -1.27606
H 0.38036 -0.70978 -2.00992
H 2.57570 -0.47231 0.34446
H 0.60464 0.23228 1.59628
```

two) Computed, not measured: a cluster of 3 separate species, C4H9NOS in total, with wB97M-V/def2-TZVPD.

Geometry as XYZ:
```
16
C4H9NOS wB97M-V/def2-TZVPD
O 0.66423 -0.86334 -2.39376
C -0.40464 -1.30230 -2.06529
C -1.30970 -0.67859 -1.11076
C 1.90963 -0.59701 0.09124
C 2.16782 -0.66043 1.40386
S -0.84105 1.40671 2.04777
N -1.26971 0.64289 -0.88769
H -0.74215 -2.26950 -2.48447
H -2.14886 -1.22321 -0.66559
H 2.33288 -1.37913 -0.51875
H 1.20233 0.19432 -0.10312
H 2.07141 0.18920 2.06837
H 2.32458 -1.59698 1.93607
H -0.98591 2.66785 2.46145
H -2.08575 1.12913 -1.24116
H -1.18166 0.84855 0.16801
```

In order of decreasing stability: one), two).

one) Computed, not measured: an isolated molecule of C4H9NOS, with wB97M-V/def2-TZVPD.

Results
* SMILES: OC[C@@]1(CS)CN1

Geometry as XYZ:
```
16
C4H9NOS wB97M-V/def2-TZVPD
O -0.58131 -1.70123 -1.10386
C -1.06238 -0.39880 -1.18278
C -0.64147 0.42804 0.04468
C 0.70361 1.10923 0.05986
S 2.13449 -0.04150 0.11675
C -1.80255 0.99335 0.76551
N -1.10042 -0.16298 1.30819
H 0.33020 -1.63384 -1.25120
H -2.13892 -0.53809 -1.20621
H -0.75400 0.07905 -2.10524
H 0.82179 1.75594 -0.80820
H 0.90082 1.75543 0.93392
H 1.88154 -0.48649 1.31214
H -2.81406 0.88536 0.33593
H -1.63719 1.87822 1.36159
H -1.57186 -1.07172 1.10920
```

two) Computed, not measured: an isolated molecule of C4H9NOS, with wB97M-V/def2-TZVPD.

Results
* SMILES: O=CNCCCS

Geometry as XYZ:
```
16
C4H9NOS wB97M-V/def2-TZVPD
O -2.25079 -0.72406 -2.62322
C -1.38085 -0.84923 -1.79933
N -1.33623 -0.11364 -0.64002
C -0.68059 -0.63514 0.56839
C 0.84739 -0.55246 0.44204
C 1.42687 0.79546 0.83976
S 0.48716 2.20839 0.16320
H -0.55187 -1.55942 -1.94227
H -2.22963 0.36010 -0.56783
H -0.94293 -1.68651 0.65880
H -1.00826 -0.04989 1.41984
H 1.08989 -0.79146 -0.60033
H 1.28220 -1.30505 1.09570
H 2.43784 0.91380 0.45592
H 1.46890 0.85182 1.92930
H 1.34090 3.13729 0.60005
```

In order of decreasing stability: two), one).

one) Computed, not measured: an isolated molecule of C4H9NOS, with wB97M-V/def2-TZVPD.

Results
* SMILES: C=NS[C@@H](C)CO

Geometry as XYZ:
```
16
C4H9NOS wB97M-V/def2-TZVPD
C 3.08259 -0.22016 0.00178
N 1.89099 0.14878 -0.20883
S 0.72333 -1.10767 0.04506
C -0.82017 -0.23090 -0.42654
C -1.94598 -1.18925 -0.03555
C -0.83022 1.11709 0.31790
O -0.03328 2.14761 -0.19988
H 3.35522 -1.32414 0.09635
H 3.87642 0.50165 0.11559
H -0.83609 -0.01513 -1.49740
H -1.82909 -1.59730 0.94203
H -2.98435 -0.68684 -0.05956
H -2.06550 -2.03853 -0.70414
H -0.65360 1.00477 1.40740
H -1.84754 1.52130 0.28571
H 0.91728 1.96871 -0.07991
```

two) Computed, not measured: an isolated molecule of C4H9NOS, with wB97M-V/def2-TZVPD.

Results
* SMILES: OCNSC1CC1

Geometry as XYZ:
```
16
C4H9NOS wB97M-V/def2-TZVPD
O 0.78674 3.05099 -1.71090
C 0.37395 1.79072 -1.17169
N 1.45531 0.81856 -1.14091
S 1.10156 -0.84305 -0.93336
C 0.30299 -0.90155 0.66203
C -1.13149 -1.02216 0.98265
C -0.33728 -2.23421 0.91002
H 0.86364 3.00382 -2.69058
H -0.48508 1.45276 -1.76844
H 0.04671 1.99679 -0.20744
H 2.28996 1.01859 -0.63780
H 1.05489 -0.58851 1.46593
H -1.74064 -0.87555 0.16383
H -1.45751 -0.67485 2.00352
H -0.23433 -2.96359 1.77682
H -0.35829 -2.73336 -0.12411
```

In order of decreasing stability: one), two).

one) Computed, not measured: an isolated molecule of C4H9NOS, with wB97M-V/def2-TZVPD.

Results
* SMILES: O=CNCCCS

Geometry as XYZ:
```
16
C4H9NOS wB97M-V/def2-TZVPD
O -3.00825 1.50388 -0.72410
C -2.48491 0.37532 -0.66661
N -1.17522 0.17353 -0.32766
C -0.62010 -0.94691 0.40838
C 0.96189 -0.96660 0.30616
C 1.49716 0.54095 0.58514
S 1.56020 1.87442 -0.71726
H -3.11906 -0.52055 -0.86200
H -0.61726 0.98273 -0.51300
H -1.13165 -1.86424 -0.00433
H -0.81452 -0.93384 1.48986
H 1.17652 -1.20467 -0.79715
H 1.64299 -1.75966 0.90935
H 2.54595 0.35432 0.98025
H 0.98738 0.98144 1.39207
H 2.59887 1.40987 -1.45912
```

two) Computed, not measured: a structure of composition C4H9NOS, with wB97M-V/def2-TZVPD.

Geometry as XYZ:
```
16
C4H9NOS wB97M-V/def2-TZVPD
C 0.19960 -1.14883 1.19749
C -0.03498 0.15066 0.65381
C -1.32462 0.61561 0.08639
C 1.07934 -0.66263 -1.59482
H 0.58043 -1.90569 0.29283
H 1.18250 -0.79670 2.12351
H -0.76937 -1.50025 1.63135
H -0.04569 0.81981 1.43901
H -2.10983 -0.04903 -0.57550
H -1.07431 1.51834 -0.43809
H -1.85953 1.34556 2.09327
H -3.01835 0.20609 1.49567
H 1.81570 -0.59619 -2.30238
N -2.31367 1.04322 1.25439
O -0.05850 -1.11722 -1.58613
S 1.40288 0.55403 -0.24428
```

three) Computed, not measured: an isolated molecule of C4H9NOS, with wB97M-V/def2-TZVPD.

Results
* SMILES: CC(=O)NCCS

Geometry as XYZ:
```
16
C4H9NOS wB97M-V/def2-TZVPD
C -1.54630 0.17292 -2.93393
C -0.52194 0.40951 -1.85176
O 0.65775 0.52904 -2.10551
N -1.00681 0.47968 -0.57773
C -0.13250 0.55955 0.57001
C 0.01715 -0.79593 1.25112
S 1.26546 -0.61904 2.57959
H -1.27241 0.77737 -3.78950
H -2.54604 0.40698 -2.57674
H -1.55695 -0.87612 -3.22154
H -2.00007 0.52864 -0.43428
H -0.59696 1.20912 1.30450
H 0.83355 0.90950 0.23067
H -0.92610 -1.07285 1.70913
H 0.35326 -1.59891 0.60262
H 0.62514 -1.36306 3.47612
```

In order of decreasing stability: three), one), two).

one) Computed, not measured: a cluster of 3 separate species, C4H9NOS in total, with wB97M-V/def2-TZVPD.

Geometry as XYZ:
```
16
C4H9NOS wB97M-V/def2-TZVPD
O -2.84687 0.59309 -0.14579
C -2.21109 -0.54037 0.18605
C -1.18389 -0.94586 -0.47076
C -0.61953 1.76134 0.73833
C 0.63513 2.08120 0.45815
S 2.66365 -0.48836 -0.32798
N -0.07686 -1.82604 -0.00801
H -2.67443 -1.06598 1.01576
H -1.03674 -0.46677 -1.35243
H -1.42465 2.39778 0.43233
H -1.02587 0.95822 1.37866
H 0.87455 2.69340 -0.39774
H 1.32366 1.55512 1.11660
H 3.90354 -0.87114 -0.83257
H 0.43669 -2.15467 -0.86912
H 0.59403 -1.33245 0.50800
```

two) Computed, not measured: an isolated molecule of C4H9NOS, with wB97M-V/def2-TZVPD.

Results
* SMILES: N[C@@H](C=O)CCS

Geometry as XYZ:
```
16
C4H9NOS wB97M-V/def2-TZVPD
N 0.06222 -0.12114 1.83432
C 0.12471 0.46305 0.50994
C 0.91726 1.97047 0.42859
O 1.03945 2.69616 1.36303
C 0.61403 -0.37343 -0.63916
C -0.51181 -1.51300 -0.90220
S -1.93246 -0.71159 -1.87399
H 0.91590 -0.49497 2.01287
H -0.31768 0.71502 2.28861
H -0.96178 0.80575 0.34644
H 1.28579 2.24570 -0.58026
H 0.89176 0.16096 -1.57719
H 1.63215 -0.69092 -0.54590
H -0.81200 -2.12067 0.02877
H 0.03332 -2.23490 -1.62316
H -2.98086 -0.79649 -1.07073
```

In order of decreasing stability: two), one).

one) Computed, not measured: an isolated molecule of C7H8O, with wB97M-V/def2-TZVPD.

Results
* SMILES: C1=C[C@H]2C=C[C@@H]1CO2

Geometry as XYZ:
```
16
C7H8O wB97M-V/def2-TZVPD
C 0.82846 1.23375 -0.04397
C 1.55687 0.25899 -0.39100
C 0.76828 -1.03838 -0.28271
C -0.59625 -1.00657 -1.00885
C -1.22356 0.18205 -0.78823
C -0.62255 0.92970 0.25380
C -0.54555 -0.09821 1.31484
O 0.33172 -1.29061 1.09443
H 1.24787 2.27106 -0.01392
H 2.62132 0.24881 -0.85166
H 1.47110 -1.99024 -0.40540
H -0.78122 -1.53867 -1.91833
H -2.32204 0.24641 -1.27348
H -1.04259 1.93954 0.68882
H -0.15905 0.35074 2.14823
H -1.53281 -0.69838 1.47744
```

two) Computed, not measured: an isolated molecule of C7H8O, with wB97M-V/def2-TZVPD.

Results
* SMILES: C=C1C=CC[C@H]2O[C@H]12

Geometry as XYZ:
```
16
C7H8O wB97M-V/def2-TZVPD
C -2.43542 -0.21148 -0.23178
C -1.21530 -0.03268 0.34178
C -0.31736 1.30133 0.28617
C 1.03271 1.21684 0.03548
C 1.90668 -0.16379 -0.00350
C 0.66522 -0.88240 -0.35955
O 0.34547 -2.22135 0.03019
C -0.24406 -1.13807 0.68327
H -3.00068 0.55156 -0.40018
H -2.99545 -1.18109 -0.53339
H -0.67864 2.41099 0.24666
H 1.42716 2.30869 -0.26976
H 2.47380 -0.67973 0.84251
H 2.64579 0.00745 -0.84999
H 0.30495 -0.59606 -1.44086
H 0.08513 -0.69021 1.62294
```

three) Computed, not measured: an isolated molecule of C7H8O, with wB97M-V/def2-TZVPD.

Results
* SMILES: C1=C\C=C/OC\C=C/1

Geometry as XYZ:
```
16
C7H8O wB97M-V/def2-TZVPD
C -1.35521 0.13260 -1.20693
C -1.48989 1.02627 -0.30824
C -0.82133 1.00106 1.08359
C 0.54382 1.18366 1.16896
O 1.57897 1.20057 0.16848
C 1.83957 -0.39168 -0.03700
C 0.78425 -1.32061 -0.41939
C -0.58806 -1.21773 -0.87010
H -2.29599 0.27789 -2.07509
H -2.08981 1.99342 -0.59628
H -1.56165 0.83372 2.12165
H 0.98406 1.04816 2.14224
H 2.11031 -0.71828 0.86008
H 2.43482 -0.48828 -0.75761
H 1.08452 -2.41942 -0.42599
H -1.15837 -2.14133 -0.84838
```

In order of decreasing stability: one), three), two).

one) Computed, not measured: an isolated molecule of C2H4N2OS, with wB97M-V/def2-TZVPD.

Results
* SMILES: N/N=C\OC=S

Geometry as XYZ:
```
10
C2H4N2OS wB97M-V/def2-TZVPD
N -1.23955 0.18685 -0.54689
N -0.17118 0.01008 -1.38843
C 1.02699 0.08138 -0.95036
O 1.16066 0.52889 0.33537
C 0.46628 -0.32721 1.11241
S 0.64851 -0.56409 2.71362
H -2.25133 0.40882 -0.89157
H -1.21117 0.60870 0.34571
H 2.06604 0.17141 -1.51242
H -0.49525 -1.10484 0.78257
```

two) Computed, not measured: an isolated molecule of C2H4N2OS, with wB97M-V/def2-TZVPD.

Results
* SMILES: C1=NOCSN1

Geometry as XYZ:
```
10
C2H4N2OS wB97M-V/def2-TZVPD
C -1.15992 -0.65447 0.19659
N -1.31251 0.59300 0.57210
O -0.37369 1.52089 0.08238
C 0.95036 0.95636 -0.00280
S 0.99204 -0.19090 -1.35745
N -0.19799 -1.21836 -0.58049
H -2.01555 -1.28195 0.49012
H 1.63516 1.81336 -0.22732
H 1.27657 0.50821 0.94866
H 0.20553 -2.04615 -0.12178
```

In order of decreasing stability: two), one).